1.
C21H48Br9O12P3 | ωB97M-V with the def2-TZVPD basis set

Last column: Mulliken charge in e.
CARTESIAN COORDINATES (ANGSTROEM)
C1 17.161 7.744 20.757  -1.216
C2 15.809 7.091 20.527  -0.194
O1 15.616 6.926 19.169  -0.348
P1 14.297 6.421 18.443  0.736
O2 13.076 7.278 18.683  -0.338
O3 14.088 4.889 18.968  -0.393
C3 12.931 4.186 18.712  -0.085
C4 13.003 3.666 17.281  -0.669
O4 14.839 6.328 16.931  -0.253
C5 15.581 7.239 16.215  -0.230
C6 14.585 8.047 15.490  -1.045
H1 17.249 8.598 20.085  0.321
H2 17.229 8.099 21.786  0.373
H3 17.901 6.955 20.626  0.300
H4 15.933 6.148 21.061  0.231
H5 14.963 7.681 20.882  0.332
H6 12.706 3.359 19.386  0.307
H7 12.162 4.957 18.666  0.159
H8 12.014 3.350 16.949  0.365
H9 13.232 4.540 16.671  -0.131
H10 13.771 2.960 16.965  0.276
H11 16.304 7.849 16.756  0.234
H12 16.238 6.562 15.669  0.359
H13 15.201 8.768 14.953  0.417
H14 14.314 7.597 14.535  0.301
H15 13.677 8.480 15.909  0.209
C7 8.951 12.388 16.056  -0.457
C8 9.310 13.862 16.221  -0.460
O5 9.503 14.104 17.635  -0.324
P2 8.460 15.025 18.479  0.857
O6 8.672 15.010 19.925  -0.722
O7 7.048 14.759 17.801  -0.065
C9 6.274 13.647 18.291  0.650
C10 5.030 13.562 17.465  -1.501
O8 8.721 16.508 17.843  -0.407
C11 8.020 17.612 18.496  -0.361
C12 6.647 18.003 17.767  -1.022
H16 7.920 12.186 16.346  0.004
H17 8.950 12.140 14.995  0.423
H18 9.644 11.848 16.702  0.023
H19 10.204 14.145 15.666  0.449
H20 8.440 14.342 15.772  0.270
H21 6.844 12.727 18.163  -0.284
H22 6.061 13.699 19.359  0.342
H23 4.440 12.679 17.709  0.392
H24 4.396 14.448 17.480  0.348
H25 5.298 13.474 16.412  0.286
H26 7.784 17.496 19.554  0.290
H27 8.823 18.345 18.419  0.377
H28 6.717 18.000 16.679  0.285
H29 5.828 17.413 18.180  0.232
H30 6.477 19.046 18.031  0.406
C13 11.597 8.515 24.189  -1.144
C14 10.123 8.948 23.945  -0.269
O9 10.058 10.078 23.079  -0.240
P3 8.874 10.321 22.119  0.853
O10 8.245 9.062 21.598  -0.685
O11 7.871 11.262 23.055  -0.375
C15 6.459 11.357 22.659  0.170
C16 5.624 10.548 23.585  -1.368
O12 9.399 11.375 21.065  -0.354
C17 9.020 11.120 19.675  0.047
C18 10.031 10.054 19.127  -0.781
H31 11.587 7.846 25.049  0.367
H32 12.055 7.986 23.353  0.269
H33 12.087 9.466 24.398  0.304
H34 9.585 8.031 23.709  0.343
H35 9.763 9.312 24.907  0.317
H36 6.237 12.396 22.899  0.350
H37 6.251 11.072 21.627  0.086
H38 5.876 10.527 24.645  0.326
H39 4.621 10.972 23.537  0.388
H40 5.634 9.484 23.347  0.313
H41 7.981 10.792 19.713  0.193
H42 9.110 12.084 19.174  0.182
H43 9.714 9.843 18.105  -0.213
H44 11.033 10.481 19.071  0.282
H45 10.104 9.201 19.801  0.592
Br1 8.362 6.896 17.013  0.094
C19 9.986 7.741 16.219  -0.260
Br2 9.537 9.232 14.870  0.039
Br3 11.280 6.374 15.444  0.020
H46 10.641 8.278 16.905  0.178
Br4 4.108 8.499 18.721  -0.045
C20 4.950 8.108 16.926  0.115
Br5 5.492 9.856 16.074  0.078
Br6 3.797 7.023 15.702  -0.042
H47 5.809 7.471 17.137  -0.159
Br7 6.665 5.023 13.620  -0.014
C21 7.939 6.411 12.913  0.662
Br8 7.030 8.003 12.036  -0.034
Br9 9.279 5.618 11.541  -0.060
H48 8.535 6.807 13.734  -0.575

Output
- calculated total energy (Ha) = -25922.18410
- HOMO-LUMO gap (eV) = 9.0406
- SMILES string = CCOP(=O)(OCC)OCC.CCOP(=O)(OCC)OCC.CCOP(=O)(OCC)OCC.BrC(Br)Br.BrC(Br)Br.BrC(Br)Br
- net charge = 0
- energy above the lowest of the compared OMol25 structures with the same formula, charge and spin (kcal/mol) = 0.0
- LUMO energy (eV) = -1.0
- E_HOMO (eV) = -10.07



2.
C21H48Cl2IO13P | ωB97M-V with the def2-TZVPD basis set

Last column: Mulliken charge in e.
CARTESIAN COORDINATES (ANGSTROEM)
C1 -1.245 2.918 1.947  -1.076
C2 -1.482 3.758 0.643  0.204
Cl1 -1.660 5.524 1.081  -0.206
C3 -0.394 3.557 -0.474  -0.167
Cl2 -1.240 2.780 -1.908  -0.138
O1 0.741 2.825 -0.020  -0.079
P1 2.001 2.798 -1.120  0.715
O2 1.801 3.643 -2.345  -0.588
O3 3.351 3.328 -0.282  -0.494
O4 2.322 1.182 -1.436  -0.507
I1 1.508 0.615 -3.191  0.263
H1 -1.727 3.492 2.780  0.447
H2 -0.179 2.801 2.232  0.245
H3 -1.771 1.931 1.932  0.151
H4 -2.459 3.421 0.228  0.278
H5 -0.064 4.572 -0.799  0.614
H6 3.116 4.141 0.189  0.314
C4 -0.941 -0.498 -0.180  -0.508
O5 -0.825 -1.697 -0.922  -0.238
C5 0.377 -2.420 -0.704  -0.370
C6 0.142 -3.841 -0.197  -0.409
O6 -0.514 -3.992 1.054  -0.501
C7 -1.854 -3.533 1.179  0.334
C8 -2.922 -4.191 0.310  -0.418
O7 -2.722 -3.994 -1.081  -0.267
C9 -2.633 -5.181 -1.849  -0.842
H7 -0.742 0.355 -0.833  -0.106
H8 -1.970 -0.415 0.183  0.210
H9 -0.272 -0.468 0.685  0.480
H10 1.051 -1.887 -0.023  0.296
H11 0.883 -2.493 -1.672  0.305
H12 1.130 -4.293 -0.061  0.456
H13 -0.345 -4.454 -0.954  0.087
H14 -1.883 -2.449 1.084  -0.266
H15 -2.127 -3.733 2.219  0.178
H16 -3.884 -3.729 0.562  0.314
H17 -2.995 -5.255 0.560  0.349
H18 -2.368 -6.054 -1.247  0.400
H19 -1.856 -5.041 -2.605  0.235
H20 -3.581 -5.360 -2.363  0.255
C10 9.794 1.279 -3.551  -0.807
O8 8.634 1.871 -4.104  -0.296
C11 7.738 0.967 -4.733  -0.545
C12 6.332 0.979 -4.138  -0.132
O9 6.181 0.606 -2.775  -0.485
C13 6.787 1.410 -1.770  -0.410
C14 6.315 2.856 -1.635  0.329
O10 6.582 3.645 -2.784  -0.318
C15 5.444 4.261 -3.364  -0.898
H21 10.650 1.463 -4.208  0.250
H22 9.998 1.756 -2.589  0.239
H23 9.682 0.205 -3.382  0.387
H24 8.134 -0.055 -4.731  0.360
H25 7.655 1.283 -5.778  0.355
H26 5.750 0.243 -4.701  0.424
H27 5.834 1.931 -4.322  0.018
H28 7.871 1.357 -1.854  0.090
H29 6.550 0.913 -0.825  0.470
H30 6.866 3.312 -0.802  0.409
H31 5.255 2.872 -1.371  -0.358
H32 4.508 3.771 -3.085  0.409
H33 5.545 4.209 -4.451  0.305
H34 5.410 5.315 -3.075  0.227
C16 -6.235 0.799 1.499  -0.900
O11 -5.399 0.261 2.507  -0.112
C17 -5.580 0.816 3.801  -0.477
C18 -5.957 -0.211 4.868  -0.293
O12 -7.177 -0.923 4.710  -0.469
C19 -7.331 -1.791 3.594  -0.331
C20 -6.388 -2.987 3.484  -0.541
O13 -5.028 -2.618 3.329  -0.093
C21 -4.143 -3.141 4.303  -0.968
H35 -5.662 1.494 0.878  0.177
H36 -6.576 -0.021 0.861  0.250
H37 -7.115 1.304 1.903  0.425
H38 -6.317 1.628 3.789  0.402
H39 -4.619 1.253 4.093  0.299
H40 -6.070 0.343 5.805  0.430
H41 -5.139 -0.907 5.049  0.039
H42 -7.339 -1.213 2.671  0.047
H43 -8.343 -2.196 3.686  0.434
H44 -6.670 -3.550 2.587  0.340
H45 -6.532 -3.650 4.344  0.383
H46 -4.650 -3.447 5.222  0.438
H47 -3.418 -2.363 4.557  0.281
H48 -3.598 -3.990 3.882  0.264

Output
- calculated total energy (Ha) = -3366.32590
- HOMO-LUMO gap (eV) = 7.3804
- net charge = 0
- LUMO energy (eV) = -1.5
- E_HOMO (eV) = -8.86